# 1
{
  "formula": "C25H28BrN4O2PtS",
  "method": "the ωB97M-V functional and the def2-TZVPD basis",
  "spin_multiplicity": 1,
  "total_charge": 1,
  "e_homo_ev": -10.17,
  "molar_mass_g_mol": 723.6,
  "homo_lumo_gap_ev": 6.4886,
  "lumo_ha": -0.13521,
  "elements": ["Pt", "Br", "C", "C", "C", "C", "O", "C", "C", "N", "C", "C", "C", "C", "C", "C", "C", "C", "N", "C", "C", "H", "H", "H", "H", "H", "H", "H", "H", "H", "H", "C", "C", "S", "O", "C", "C", "H", "H", "H", "H", "H", "H", "H", "H", "H", "H", "C", "C", "C", "C", "N", "N", "C", "H", "H", "H", "H", "H", "H", "H", "H"],
  "xyz": [[1.398604, -0.064954, 0.253117], [2.557486, 4.084382, -5.750878], [2.492636, 2.769634, -4.388537], [3.004029, 1.483750, -4.625898], [2.917611, 0.536027, -3.642243], [2.329871, 0.805451, -2.382309], [2.258084, -0.162229, -1.535143], [1.852101, 2.142349, -2.136922], [1.284218, 2.588426, -0.925133], [1.078162, 1.877990, 0.155106], [0.471282, 2.393288, 1.302807], [0.088375, 3.707952, 1.529038], [-0.554765, 4.064319, 2.716352], [-0.820573, 3.140333, 3.696121], [-0.422141, 1.802347, 3.523430], [-0.638967, 0.789571, 4.481774], [-0.209845, -0.485484, 4.221398], [0.423635, -0.771705, 3.010647], [0.629773, 0.150091, 2.085196], [0.224177, 1.433681, 2.321416], [1.941241, 3.090506, -3.183027], [3.451769, 1.251760, -5.581704], [3.288270, -0.465924, -3.809777], [0.986203, 3.631510, -0.907757], [0.282666, 4.473439, 0.792408], [-0.851826, 5.093229, 2.866286], [-1.322224, 3.434022, 4.608132], [-1.136108, 1.036390, 5.410546], [-0.356382, -1.279290, 4.939092], [0.790897, -1.764512, 2.791576], [1.556959, 4.088480, -3.015628], [-4.241159, 1.259995, 0.901221], [-3.058699, 0.998427, -0.022723], [-2.568103, -0.751430, 0.130053], [-1.162411, -0.821889, -0.414313], [-3.621060, -1.539841, -1.153692], [-3.831968, -0.763831, -2.440076], [-4.532315, 2.308195, 0.858295], [-3.975648, 1.014314, 1.929555], [-5.101322, 0.653090, 0.615954], [-2.172552, 1.550820, 0.293551], [-3.269728, 1.234103, -1.063424], [-4.561402, -1.771880, -0.650241], [-3.101629, -2.478623, -1.348762], [-4.596930, 0.003371, -2.332140], [-4.161349, -1.450361, -3.219195], [-2.903454, -0.303183, -2.779942], [-0.029657, -5.250592, -0.001762], [0.987909, -4.169300, 0.100279], [2.367908, -4.180193, 0.073565], [2.775765, -2.843912, 0.211256], [1.697300, -2.076673, 0.336969], [0.622937, -2.886380, 0.274342], [4.143500, -2.258307, 0.224166], [0.445152, -6.227156, -0.020337], [-0.614391, -5.131984, -0.915368], [-0.716564, -5.209865, 0.843859], [3.007580, -5.036579, -0.046954], [-0.281289, -2.436089, 0.141096], [4.867126, -2.969110, 0.616855], [4.151839, -1.352087, 0.828449], [4.439392, -1.987884, -0.790012]],
  "atomic_forces_ev_per_a": [[1.29, 0.01, -0.01], [0.05, -0.09, -0.01], [-0.16, 0.45, 0.07], [-0.12, -0.08, 0.32], [0.11, -0.06, -0.19], [-0.25, 0.62, 0.22], [-0.04, -0.41, -0.06], [0.20, -0.65, -0.20], [-0.10, -0.17, 0.39], [0.11, 0.18, -0.84], [-0.47, 0.71, 0.69], [0.35, -0.71, -0.42], [-0.27, -0.03, 0.52], [0.04, 0.32, -0.13], [0.14, -0.19, -0.31], [0.11, -0.25, -0.10], [-0.25, 0.24, 0.39], [0.28, 0.19, -0.43], [-0.35, -0.30, 0.32], [-0.17, 0.41, 0.14], [0.10, 0.07, -0.25], [0.01, -0.03, -0.01], [0.00, -0.02, 0.02], [0.01, 0.04, 0.03], [-0.01, 0.03, -0.01], [0.02, 0.02, -0.03], [0.00, -0.01, 0.02], [0.00, -0.02, 0.03], [0.02, -0.02, 0.00], [-0.04, -0.02, -0.07], [0.02, 0.03, -0.01], [0.07, -0.02, -0.10], [-0.17, -0.33, 0.24], [-0.10, 0.21, -0.55], [-0.33, -0.34, -0.04], [-0.11, 0.29, 0.36], [0.11, -0.01, -0.02], [-0.04, -0.01, 0.00], [-0.07, 0.03, 0.03], [-0.06, 0.05, 0.03], [0.06, -0.08, -0.01], [0.09, 0.00, 0.01], [-0.03, -0.06, -0.05], [0.06, -0.01, 0.16], [0.02, 0.03, -0.01], [-0.03, 0.02, -0.01], [0.01, -0.01, -0.02], [-0.04, 0.08, -0.08], [0.07, 0.11, 0.10], [-0.02, -0.03, -0.04], [-0.04, 0.08, 0.13], [-0.01, -0.03, -0.12], [-0.12, -0.18, -0.02], [-0.04, 0.00, -0.05], [0.01, -0.01, 0.00], [0.00, -0.07, -0.01], [0.01, -0.06, 0.01], [0.00, -0.04, 0.05], [0.02, 0.11, -0.08], [0.00, 0.00, 0.03], [0.07, 0.00, -0.01], [0.02, 0.02, 0.01]]
}

***

# 2
{
  "formula": "C25H28Cl5CrO2",
  "method": "the ωB97M-V functional and the def2-TZVPD basis",
  "spin_multiplicity": 5,
  "total_charge": -1,
  "e_homo_ev": [-1.97, -4.14],
  "molar_mass_g_mol": 589.8,
  "homo_lumo_gap_ev": [3.9979, 6.1669],
  "lumo_ha": [0.07453, 0.07452],
  "elements": ["O", "C", "C", "H", "H", "C", "H", "H", "C", "H", "H", "H", "C", "H", "H", "H", "Cr", "C", "C", "C", "H", "C", "C", "H", "H", "H", "H", "C", "C", "C", "H", "C", "C", "H", "H", "H", "H", "O", "C", "C", "H", "H", "C", "H", "H", "C", "H", "H", "H", "H", "Cl", "C", "C", "C", "Cl", "C", "Cl", "C", "Cl", "C", "Cl"],
  "xyz": [[-0.934745, 0.167856, -5.114409], [-2.290747, -0.172396, -5.528950], [-1.949289, -0.241253, -7.015491], [-3.004345, 0.625567, -5.293523], [-2.613279, -1.130307, -5.109321], [-0.537958, 0.177799, -6.520894], [-2.455886, 0.489919, -7.645635], [-1.998999, -1.241631, -7.447754], [-0.148786, 1.557094, -7.011517], [-0.949550, 2.286332, -6.845251], [0.062535, 1.530173, -8.087150], [0.761768, 1.888725, -6.504985], [0.532088, -0.842428, -6.833924], [0.239317, -1.842288, -6.497218], [1.469542, -0.547938, -6.355250], [0.706438, -0.881945, -7.915523], [1.310487, -0.109906, 3.124326], [1.922068, -2.154942, 3.585833], [0.516893, -2.132545, 3.951538], [-0.257149, -2.107553, 2.747827], [0.130128, -2.270395, 4.955815], [0.640528, -2.194690, 1.640436], [1.977170, -2.159015, 2.139266], [2.876501, -2.282604, 1.532087], [2.763607, -2.267449, 4.265084], [-1.342581, -2.154257, 2.681820], [0.363697, -2.444064, 0.619350], [2.873870, 1.257093, 3.723219], [3.386673, 0.387445, 2.691303], [2.634695, 0.633617, 1.488363], [4.241862, -0.280246, 2.793427], [1.657502, 1.648114, 1.770320], [1.817894, 2.047747, 3.139097], [1.308340, 2.877755, 3.616924], [3.280247, 1.358063, 4.724631], [2.823648, 0.203174, 0.508416], [1.002949, 2.109587, 1.036860], [-0.214068, 0.035822, 0.050900], [0.496839, -0.152391, -1.190059], [-0.513972, -0.629308, -2.225483], [1.326346, -0.862699, -1.029446], [0.949164, 0.818321, -1.453815], [-1.864689, -0.154209, -1.657375], [-0.497288, -1.729134, -2.238083], [-0.304354, -0.241174, -3.219978], [-1.622154, -0.233829, -0.155348], [-2.721567, -0.742381, -1.986275], [-2.005547, 0.904204, -1.923101], [-1.870538, -1.235732, 0.240335], [-2.166952, 0.502337, 0.445556], [1.717279, -0.494601, 6.571908], [0.254877, 0.299478, 6.108613], [-0.004648, 0.538462, 4.769294], [-1.138089, 1.225944, 4.402628], [-1.428803, 1.505598, 2.714018], [-2.053134, 1.712262, 5.365893], [-3.413917, 2.620748, 4.882458], [-1.808821, 1.449152, 6.735704], [-2.895443, 2.012703, 7.919479], [-0.657034, 0.721885, 7.111877], [-0.380620, 0.340331, 8.751151]],
  "atomic_forces_ev_per_a": [[-0.67, -0.05, -1.44], [-0.38, -0.06, 0.34], [0.46, 0.07, 0.55], [0.14, -0.19, 0.26], [0.00, 0.24, 0.20], [-0.11, -0.02, -1.00], [0.07, -0.11, 0.01], [0.00, 0.14, -0.02], [0.21, 0.19, 0.13], [0.16, -0.13, 0.10], [-0.07, -0.07, 0.14], [-0.11, 0.10, 0.02], [0.23, -0.02, 0.13], [0.08, 0.18, 0.05], [0.00, -0.17, 0.04], [-0.07, 0.03, 0.13], [-2.18, 0.80, 1.65], [-1.13, -1.01, -0.67], [0.70, -0.87, -1.12], [0.77, -0.97, 0.03], [0.08, 0.40, -0.20], [0.51, -0.56, 0.87], [-0.90, -1.65, 0.37], [-0.31, 0.23, 0.28], [-0.24, 0.19, -0.17], [0.26, 0.14, 0.10], [0.04, 0.55, 0.13], [1.17, 0.83, -1.34], [0.26, 1.54, 0.03], [0.22, 1.17, 0.34], [-0.45, 0.07, 0.01], [1.54, 0.34, -0.08], [1.02, -0.48, -0.59], [-0.16, -0.42, 0.04], [-0.26, -0.12, -0.17], [-0.17, -0.08, 0.37], [0.00, -0.31, 0.32], [-0.76, -0.06, -0.97], [0.06, 0.38, 0.62], [-0.10, -0.42, 0.28], [-0.34, 0.12, 0.00], [-0.12, -0.20, -0.05], [0.60, 0.61, 0.10], [-0.04, 0.18, -0.17], [-0.05, -0.21, 0.22], [0.57, -0.18, 0.45], [0.03, 0.04, -0.03], [-0.15, -0.26, -0.10], [0.16, 0.21, -0.09], [-0.04, -0.19, -0.30], [0.22, -0.17, 0.27], [-1.62, 1.02, 0.39], [0.75, -0.65, -0.74], [-0.74, 0.30, 1.58], [-0.37, 0.12, 0.06], [1.18, -0.67, 0.15], [-0.56, 0.31, -0.03], [0.87, -0.47, -1.16], [-0.43, 0.20, 0.46], [0.12, 0.10, -1.42], [0.05, -0.04, 0.65]]
}

***

# 3
{
  "formula": "C25H28N3OPPdS4",
  "method": "the ωB97M-V functional and the def2-TZVPD basis",
  "spin_multiplicity": 1,
  "total_charge": 0,
  "e_homo_ev": -6.59,
  "molar_mass_g_mol": 652.2,
  "homo_lumo_gap_ev": 6.5407,
  "lumo_ha": -0.00186,
  "elements": ["Pd", "N", "C", "C", "C", "C", "C", "C", "P", "C", "C", "C", "C", "C", "C", "C", "C", "C", "C", "C", "C", "H", "H", "H", "H", "H", "H", "H", "H", "H", "H", "H", "H", "H", "H", "H", "H", "O", "C", "S", "C", "C", "S", "S", "S", "C", "C", "C", "C", "N", "N", "H", "H", "H", "H", "H", "H", "H", "H", "H", "H", "H", "H"],
  "xyz": [[0.993135, 0.662351, 1.310981], [-0.913974, 2.286144, -0.177289], [-0.398724, 2.330026, -1.470335], [-0.507275, 3.493726, -2.238328], [0.020817, 3.553909, -3.511612], [0.667685, 2.449671, -4.058884], [0.817259, 1.311156, -3.290248], [0.309098, 1.232207, -1.989410], [0.768686, -0.120199, -0.860428], [2.199619, -0.918602, -1.639349], [2.051404, -1.839455, -2.677187], [3.167311, -2.406771, -3.272025], [4.438995, -2.063632, -2.830399], [4.591963, -1.162024, -1.787951], [3.476614, -0.594308, -1.186314], [-0.537711, -1.380443, -1.067298], [-0.469376, -2.548790, -0.301056], [-1.422882, -3.545407, -0.445629], [-2.463674, -3.383950, -1.352896], [-2.543355, -2.226495, -2.112344], [-1.583461, -1.230144, -1.973842], [-1.520779, 1.518877, 0.074978], [-1.303499, 3.160822, 0.140658], [-1.019161, 4.352581, -1.819034], [-0.074131, 4.467675, -4.084998], [1.073856, 2.488552, -5.060736], [1.373213, 0.475049, -3.694468], [1.062094, -2.117974, -3.021850], [3.045377, -3.120600, -4.076959], [5.310529, -2.505870, -3.296985], [5.580826, -0.902798, -1.431639], [3.594016, 0.107445, -0.371615], [0.354785, -2.687315, 0.394263], [-1.352961, -4.449727, 0.146112], [-3.207809, -4.161706, -1.467381], [-3.352617, -2.096981, -2.820221], [-1.646399, -0.331315, -2.575459], [6.492096, 3.243181, 4.357203], [5.501968, 2.803701, 3.841359], [4.318506, 1.777917, 4.688330], [3.234042, 1.584134, 3.333553], [3.563679, 2.188475, 2.183854], [2.522907, 2.184180, 0.766633], [5.064638, 3.087643, 2.141351], [1.782321, 0.618577, 3.497783], [-4.082391, 0.919264, 2.962300], [-3.155143, -0.182466, 2.463826], [-2.986594, -1.250086, 3.546371], [-3.715766, -0.811272, 1.192398], [-1.881752, 0.500245, 2.114132], [-0.714893, -0.321447, 2.121567], [-5.094227, 0.534955, 3.092327], [-4.122925, 1.740050, 2.242168], [-3.743703, 1.314665, 3.923197], [-3.963491, -1.655367, 3.813475], [-2.539952, -0.833785, 4.453585], [-2.372011, -2.087525, 3.209194], [-4.655631, -1.327853, 1.398528], [-3.021181, -1.543171, 0.773393], [-3.896011, -0.044768, 0.436040], [-1.705169, 1.259686, 2.761726], [-0.901490, -1.123739, 1.527663], [-0.507323, -0.670882, 3.055218]],
  "atomic_forces_ev_per_a": [[-0.06, -0.65, 0.67], [-0.26, 0.33, -0.21], [-0.03, -0.05, 0.09], [-0.01, -0.03, 0.02], [0.03, -0.02, -0.03], [-0.05, 0.04, 0.04], [0.02, -0.04, 0.02], [0.19, -0.02, -0.10], [-0.32, 0.64, -0.28], [0.12, -0.10, 0.14], [-0.03, -0.02, -0.01], [-0.01, 0.00, 0.01], [0.01, 0.01, 0.00], [-0.02, -0.02, 0.00], [0.04, -0.06, -0.07], [-0.04, -0.03, 0.04], [0.05, 0.00, -0.03], [0.01, 0.00, 0.01], [0.01, 0.00, -0.01], [0.01, 0.00, 0.02], [-0.05, 0.04, 0.07], [0.13, -0.14, 0.09], [0.00, 0.02, -0.02], [-0.01, -0.02, -0.01], [-0.01, -0.02, 0.00], [0.00, 0.00, 0.02], [0.01, -0.01, 0.02], [0.01, 0.01, 0.00], [-0.01, 0.02, 0.01], [-0.02, 0.00, 0.01], [-0.02, 0.00, -0.01], [0.00, 0.01, 0.00], [0.00, 0.00, -0.03], [0.01, 0.02, -0.01], [0.00, 0.01, 0.00], [0.02, 0.00, 0.01], [0.01, -0.01, -0.01], [-0.05, -0.03, -0.04], [0.05, 0.01, 0.07], [0.06, 0.08, -0.03], [-0.20, -0.08, -0.10], [-0.20, -0.03, -0.07], [0.67, 0.24, -0.17], [-0.04, -0.02, 0.06], [0.10, 0.34, -0.03], [-0.04, 0.05, -0.04], [0.06, -0.04, 0.09], [-0.01, 0.03, 0.07], [0.02, -0.01, -0.04], [-0.22, 0.07, -0.05], [-0.03, -0.37, -0.21], [0.02, -0.01, 0.01], [0.00, -0.03, 0.01], [0.00, 0.00, -0.02], [0.02, 0.01, 0.00], [0.00, 0.00, -0.02], [-0.02, 0.00, -0.01], [0.03, 0.01, 0.00], [0.00, -0.01, -0.02], [0.00, -0.02, 0.02], [0.15, 0.02, 0.02], [-0.10, -0.05, 0.00], [0.00, -0.08, 0.04]]
}